[1]
C28H28Cl60IO5PS | ωB97M-V with the def2-TZVPD basis set

Structure (XYZ):
```
124
Properties=species:S:1:pos:R:3:lowdin_charge:R:1
Cl -1.78 4.87 -6.15 0.4741
H 4.05 -1.73 0.27 -0.0148
Cl -2.00 2.66 -4.27 0.7131
C -9.32 0.85 5.92 -1.5326
Cl 7.02 2.30 4.66 0.5171
Cl -4.61 6.65 11.22 0.5336
Cl 8.45 -9.75 -5.07 0.5219
Cl 4.91 2.46 2.65 0.5173
H 8.40 -4.47 3.86 0.0129
Cl 4.04 -5.92 -11.46 0.5142
Cl 9.69 -6.24 3.02 0.5248
S 2.12 1.86 -1.08 0.8722
C 0.49 0.18 -0.08 -0.1640
O 1.88 0.40 -0.34 -0.3050
O -0.09 0.14 -2.38 0.0599
C -3.81 1.86 -2.24 -0.1277
Cl 6.86 -5.72 2.63 0.5159
H -2.24 0.68 -3.11 0.0665
Cl -3.06 6.99 4.13 0.5182
Cl 1.21 -5.40 -11.79 0.5170
Cl 8.94 -10.06 -7.92 0.5216
H -10.35 1.11 5.72 0.0137
C 7.23 1.79 -0.03 -1.4994
Cl 5.97 0.59 0.26 0.5185
C -2.19 -4.54 2.22 -1.5402
Cl 5.33 -6.19 -6.99 0.5287
H -1.44 2.05 0.87 0.1183
H 7.84 1.45 -0.85 0.0162
H -1.47 2.58 -6.56 0.0174
H -1.70 9.48 -8.09 0.0124
H -0.11 -3.27 -2.56 0.0222
H 7.33 -8.73 -6.86 -0.0107
H 3.72 -0.18 -3.71 -0.0123
Cl -2.76 -6.20 2.03 0.5299
O 2.57 1.53 -2.41 -0.4024
Cl -6.03 4.41 7.32 0.5358
C -3.34 2.64 0.00 -0.2643
C -1.83 6.46 -0.69 -1.4826
C -3.30 5.50 11.47 -1.5256
Cl 6.52 3.35 -0.48 0.5151
H 1.57 5.29 -0.61 0.0109
H -1.32 6.67 -1.62 0.0151
H -3.70 3.19 0.87 0.0789
Cl 4.69 3.96 5.13 0.5254
Cl 3.47 -3.56 1.61 0.5182
H 4.06 -4.44 -6.11 -0.0457
C -2.22 9.19 -7.18 -1.5323
H -4.47 1.79 -3.11 0.1072
Cl -5.93 7.40 4.13 0.5269
P 3.48 4.21 -0.47 0.4094
Cl 2.06 -9.28 -7.01 0.5183
H -5.17 3.03 -1.07 0.1185
Cl 0.55 3.23 -5.55 0.5392
C 8.44 -4.99 2.92 -1.5426
C 2.79 -4.68 -11.52 -1.5726
H 2.77 -4.17 -10.56 -0.0386
C -5.28 -3.49 6.43 -1.5134
C 8.37 -8.97 -6.65 -1.5633
Cl -8.80 -0.33 4.72 0.5109
Cl 2.50 -5.67 -7.36 0.4939
Cl 4.46 -3.76 -8.31 0.5426
C -4.74 3.24 7.59 -1.5484
H 0.18 0.65 0.86 0.1208
Cl -6.34 0.86 11.12 0.5121
Cl -4.84 4.82 3.35 0.5134
Cl 3.61 -3.42 -1.29 0.4957
C -1.21 3.24 -5.74 -1.4654
C -1.72 1.29 -1.13 -0.1606
Cl -4.94 1.84 6.54 0.5269
C -4.19 2.55 -1.09 -0.1112
Cl -2.02 -2.44 -1.49 0.5918
Cl 6.01 -3.03 0.31 0.4946
Cl -6.70 -1.79 9.99 0.4834
Cl -0.53 -9.71 -5.78 0.5259
Cl 8.27 1.96 1.39 0.5284
Cl -0.73 6.76 0.65 0.5362
H -5.75 -4.46 6.35 0.0190
Cl -8.33 2.30 5.79 0.5062
Cl -0.09 -7.38 -7.46 0.4936
C 4.26 -2.79 0.23 -1.5264
C 5.29 2.48 4.38 -1.5273
Cl -3.96 9.32 -7.48 0.5259
Cl -4.84 -3.23 8.13 0.4982
Cl -9.24 0.17 7.55 0.5182
I 3.75 4.90 -2.82 0.4101
Cl -7.23 -1.33 12.81 0.5296
H -1.64 -4.27 1.32 -0.0575
Cl -3.16 3.99 7.32 0.5167
Cl -2.30 4.75 -0.68 0.7212
C -0.66 -3.55 -1.67 -1.4986
Cl 8.84 -3.82 1.65 0.5008
Cl -3.86 -3.45 5.40 0.5007
Cl -3.25 7.52 -0.59 0.5423
O 1.90 4.53 -0.10 -0.4148
Cl -1.78 7.52 -6.81 0.4680
Cl -3.53 4.07 10.45 0.5421
Cl 4.28 -0.25 -5.99 0.5338
O 3.51 2.51 -0.36 -0.6999
Cl -1.74 6.25 11.15 0.5353
H -8.31 -0.40 10.95 0.0060
C 0.32 -9.08 -7.19 -1.5371
C -7.28 -0.64 11.18 -1.5454
C -2.57 1.24 -2.24 -0.2069
Cl -1.10 -4.41 3.60 0.5122
Cl 3.16 -3.48 -12.77 0.5229
C 4.08 -4.95 -7.07 -1.5268
H -3.32 5.18 12.50 0.0136
Cl -6.43 -2.26 5.89 0.5005
Cl 9.29 -7.46 -6.66 0.5167
Cl -3.55 -3.43 2.39 0.4874
H 4.78 1.64 4.84 0.0130
H 0.38 -0.90 0.09 0.0696
H 0.00 -9.65 -8.06 0.0131
H -4.68 5.90 5.43 -0.0598
Cl 0.43 -3.42 -0.28 0.5521
H -4.79 2.91 8.62 -0.0570
C -0.42 0.53 -1.28 -0.3694
Cl -1.73 10.27 -5.88 0.5230
Cl 5.97 -0.84 -3.70 0.5306
Cl -1.23 -5.21 -1.86 0.5526
C 4.32 -0.85 -4.32 -1.5130
C -2.10 2.00 0.01 -0.0753
C -4.63 6.23 4.40 -1.5640
Cl 3.63 -2.47 -4.23 0.5064
```

Calculated values
HOMO level: -9.240 eV
Kohn-Sham gap: 8.765 eV

=====

[2]
C25H32BrGe2IrN2O3 | ωB97M-V with the def2-TZVPD basis set

Structure (XYZ):
```
66
Properties=species:S:1:pos:R:3:nbo_charge:R:1
C -1.13 0.10 -4.99 -1.1552
Ge -0.17 1.47 0.33 1.6531
Ge -2.58 0.26 -3.74 1.8705
H 4.02 -5.61 -0.84 0.2373
C -1.13 2.64 1.46 -0.5175
H 0.31 4.25 1.25 0.2308
C 0.46 2.11 -1.33 -0.6251
H -2.73 1.26 1.87 0.2153
C -1.09 -0.73 2.39 0.1079
H 4.41 -3.41 -1.06 0.4734
H 5.35 -3.37 0.29 0.4476
H -1.56 0.17 -5.99 0.2967
H 1.85 3.61 -4.59 0.2495
H 1.73 0.42 -1.76 0.2334
C -2.16 -0.75 3.22 -0.3234
H -3.28 -2.12 -3.33 0.2759
C 4.28 -5.19 0.12 -0.2225
H -0.24 -0.61 6.06 0.2630
H -0.66 -0.87 -4.90 0.2777
H -0.91 5.78 2.72 0.2527
C -3.81 -1.19 -3.52 -1.1516
N 4.45 -3.69 -0.07 -0.5172
H 2.61 1.38 -3.86 0.2464
Br -1.25 -1.10 -1.17 -0.2607
C -2.33 2.25 2.05 -0.2216
H -0.66 3.96 -1.16 0.2345
H 3.65 -2.53 1.52 0.2440
C -0.62 3.93 1.69 -0.1963
C -1.83 -0.71 4.60 0.4206
H -3.98 2.85 3.28 0.2437
H 0.24 4.90 -3.26 0.2523
H -4.36 -1.31 -4.45 0.2963
H -3.05 5.09 3.73 0.2506
C -2.94 1.97 -2.96 -1.1573
C 3.30 -2.98 0.59 -0.1537
C 1.38 1.38 -2.09 -0.1180
C 1.88 1.92 -3.27 -0.2199
O 1.97 -1.01 0.05 -0.7715
C 3.16 -5.31 1.14 -0.4215
O -2.84 -0.72 5.44 -0.5992
C 1.46 3.18 -3.68 -0.1336
H -4.52 -0.98 -2.72 0.2717
C 0.54 3.91 -2.93 -0.2129
C 0.53 -0.64 4.08 0.0900
C 2.82 -1.91 -0.39 0.7908
H -0.41 0.90 -4.85 0.2677
H 3.55 -5.26 2.16 0.2319
O 3.23 -1.92 -1.52 -0.5859
C -0.48 -0.64 5.01 -0.3121
H -2.08 2.62 -3.01 0.2657
H 2.62 -6.25 1.03 0.2668
H -3.19 -0.81 2.91 0.2710
H -3.31 1.87 -1.94 0.2654
Ir 0.08 -0.82 0.78 0.7297
H 1.61 -3.85 1.67 0.2400
H 1.68 -4.27 -0.05 0.2282
C 0.05 3.39 -1.75 -0.1820
C -2.51 4.40 3.09 -0.1270
C 2.28 -4.09 0.85 -0.4195
H 5.23 -5.62 0.45 0.2532
C -1.31 4.80 2.52 -0.1956
H -3.75 2.41 -3.55 0.2954
C -3.03 3.14 2.85 -0.1925
N 0.17 -0.69 2.79 -0.5058
H 1.58 -0.60 4.33 0.2435
H -2.57 -0.73 6.37 0.5151
```

Calculated values
Spin multiplicity: 2
HOMO level (spin up / spin down): -16.946 / -16.945 eV
Kohn-Sham gap (spin up / spin down): 7.555 / 6.601 eV
Charge: +3
Expectation value of S²: 0.76

=====

Record order is preserved below.
Energy above the lowest of the compared OMol25 structures with the same formula, charge and spin: 79.2, 0.0 kJ/mol